No. 1
Entry from the OMol25 dataset: a structure of composition C5H7BrO4 at a distorted geometry (ωB97M-V/def2-TZVPD).

Summary:
Energy above the lowest of the compared OMol25 structures with the same formula, charge and spin = 0.0 kcal per mole
Charge = 0
Lowest unoccupied orbital energy = 0.3 eV
Frontier orbital gap = 9.1 eV
Multiplicity = 1

XYZ file:
```
17
C5H7BrO4, DFT ωB97M-V/def2-TZVPD
C -0.55 0.87 -0.16
C -0.41 -1.63 0.07
C -1.19 -0.41 -0.48
C 0.78 1.17 -0.62
C 1.53 -0.40 0.45
O -1.08 1.46 0.77
O 1.00 -1.46 -0.06
O -2.50 -0.49 0.02
O 1.39 2.29 0.00
Br 3.27 -0.12 0.00
H -0.71 -1.70 1.04
H -0.70 -2.51 -0.68
H -1.31 -0.61 -1.58
H 1.18 0.87 -1.56
H 1.16 -0.03 1.52
H -2.57 0.17 0.72
H 0.70 2.53 0.56
```

=====

No. 2
Entry from the OMol25 dataset: the molecule C14H20O at a distorted geometry (ωB97M-V/def2-TZVPD).

Summary:
Energy above the lowest of the compared OMol25 structures with the same formula, charge and spin = 29.9 kcal per mole
Charge = 0
Lowest unoccupied orbital energy = 0.8 eV
Frontier orbital gap = 9.0 eV
Structure (SMILES) = CC(=O)[C@@H]1C(C)=C(C)[C@@H]2[C@@H]3CC[C@@H](C3)[C@H]12
Multiplicity = 1

XYZ file:
```
35
C14H20O, DFT ωB97M-V/def2-TZVPD
C 2.60 0.61 -2.15
C 1.81 -0.47 -1.40
O 1.71 -1.54 -1.87
C 1.46 -0.38 0.10
C 0.69 -1.52 0.70
C 1.27 -2.88 0.89
C -0.48 -1.06 1.39
C -1.43 -1.89 2.12
C -0.64 0.45 1.29
C -1.81 1.13 0.57
C -2.17 0.51 -0.72
C -1.02 0.93 -1.63
C -0.06 1.76 -0.68
C -1.14 2.46 0.10
C 0.64 0.94 0.43
H 3.70 0.46 -2.26
H 2.49 1.51 -1.50
H 2.19 0.77 -3.15
H 2.40 -0.26 0.69
H 2.21 -2.73 1.55
H 0.49 -3.55 1.31
H 1.61 -3.41 0.07
H -2.28 -1.23 2.24
H -1.77 -2.79 1.44
H -1.06 -2.34 3.10
H -0.56 0.90 2.30
H -2.64 1.24 1.18
H -2.42 -0.47 -0.53
H -3.10 0.92 -1.12
H -0.80 0.09 -2.25
H -1.45 1.57 -2.37
H 0.63 2.44 -1.21
H -1.74 3.06 -0.55
H -0.60 3.14 0.83
H 1.26 1.63 1.07
```